{"formula": "C31H49ClO2P2Tb", "method": "the ωB97M-V functional and the def2-TZVPD basis", "orbital_gap_ev": [7.20, 7.44], "e_lumo_ev": [-3.7558, -3.5158], "multiplicity": 7, "e_homo_ev": [-10.958, -10.956], "total_charge": 1, "relative_energy_kcal_mol": 226.48, "s_squared": 12.6068, "species": ["Tb", "C", "C", "C", "C", "C", "C", "H", "H", "H", "C", "H", "H", "H", "C", "H", "H", "H", "C", "H", "H", "H", "C", "H", "H", "H", "C", "C", "C", "C", "C", "C", "C", "C", "H", "H", "H", "H", "H", "H", "H", "H", "H", "H", "H", "H", "P", "C", "H", "H", "H", "C", "H", "H", "H", "C", "H", "H", "H", "P", "C", "H", "H", "H", "C", "H", "H", "H", "C", "H", "H", "H", "Cl", "C", "C", "C", "C", "C", "C", "C", "O", "O", "H", "H", "H", "H"], "positions_angstrom": [[0.04116, -0.06787, -0.21895], [0.01788, -1.56585, -1.94100], [0.79282, -0.40296, -2.36020], [1.92385, -1.26138, -0.49120], [0.76488, -2.13682, -0.82381], [1.96327, -0.19220, -1.47813], [-1.03942, -2.30142, -2.78537], [-1.66900, -1.60265, -3.33484], [-1.69401, -2.91856, -2.17582], [-0.55733, -2.95416, -3.51283], [0.56104, -3.54368, -0.23243], [-0.33661, -4.02816, -0.60819], [0.51718, -3.53759, 0.85428], [1.39902, -4.18250, -0.50966], [3.04534, -1.62468, 0.49724], [3.85199, -2.15025, -0.01285], [2.68158, -2.27273, 1.29415], [3.46722, -0.73900, 0.96682], [3.33940, 0.42881, -1.83830], [3.88445, -0.27587, -2.46645], [3.95597, 0.57368, -0.95326], [3.34093, 1.36710, -2.38109], [0.80696, -0.11046, -3.87883], [1.21882, -0.98083, -4.38977], [1.46175, 0.70574, -4.17397], [-0.18518, 0.02474, -4.29919], [-1.83569, 2.93355, -1.51898], [-1.79679, 2.22665, -2.66527], [-1.88549, 2.86761, -4.03404], [-0.56588, 3.57161, -4.38900], [0.49517, 3.47627, -3.27869], [0.42233, 4.22679, -2.19056], [-0.73983, 5.17932, -1.90528], [-2.01569, 4.44214, -1.47397], [-2.70862, 3.58237, -4.05241], [-0.77873, 4.62181, -4.58401], [-2.15621, 2.11486, -4.77427], [-2.85227, 4.73233, -2.10993], [-1.70911, 2.56423, -0.52796], [-1.68145, 1.17845, -2.75589], [-2.31760, 4.73698, -0.46911], [-0.44229, 5.94874, -1.19491], [1.27937, 4.41718, -1.59343], [-0.95586, 5.76342, -2.79834], [-0.17365, 3.25607, -5.35260], [1.42776, 3.05276, -3.53898], [-2.15697, -0.75968, 0.39454], [-2.40387, -2.59736, 0.81382], [-3.39948, -2.76703, 1.22263], [-1.69497, -2.95940, 1.55443], [-2.32257, -3.21148, -0.07777], [-3.04001, -0.09483, 1.93392], [-3.95140, -0.65580, 2.13953], [-3.31679, 0.95006, 1.79749], [-2.39033, -0.16749, 2.80574], [-3.70188, -0.75435, -0.72046], [-4.05409, 0.26167, -0.89665], [-4.52326, -1.29732, -0.25335], [-3.49148, -1.22547, -1.67955], [0.91658, 1.57258, 1.19181], [2.70288, 2.23340, 0.96378], [2.82899, 3.18168, 1.48712], [2.97708, 2.38476, -0.07483], [3.45269, 1.53828, 1.34081], [-0.01047, 2.96268, 2.11063], [-0.02133, 3.87877, 1.53978], [0.44529, 3.24571, 3.05869], [-1.03430, 2.65795, 2.32440], [1.59654, 1.08047, 2.93049], [2.15826, 1.88253, 3.41157], [2.26817, 0.22387, 2.86519], [0.78471, 0.83179, 3.61522], [1.58603, -6.58924, 6.30487], [1.13093, -5.19363, 5.34469], [1.31948, -3.90375, 5.84189], [0.94808, -2.79297, 5.07655], [0.39996, -2.94806, 3.78690], [0.19426, -4.26577, 3.31619], [0.55958, -5.37129, 4.08679], [0.01859, -1.71150, 3.03140], [-0.55713, -0.79173, 3.74799], [0.26330, -1.54432, 1.71674], [1.75308, -3.76067, 6.82298], [1.10815, -1.80356, 5.48791], [-0.29027, -4.49258, 2.39131], [0.38451, -6.37053, 3.70607]]}

=====

{"formula": "C14H26FINO5S2", "method": "the ωB97M-V functional and the def2-TZVPD basis", "orbital_gap_ev": 9.08, "smiles": "CCC[C@@]1(CCCF)[C@@H](S)O[C@](I)(CCCC(=O)O)[N@@H+]1S(C)(=O)=O", "e_lumo_ev": -3.5746, "multiplicity": 1, "e_homo_ev": -12.655, "total_charge": 1, "species": ["C", "C", "C", "C", "C", "C", "C", "F", "C", "S", "O", "C", "I", "C", "C", "C", "C", "O", "O", "N", "S", "C", "O", "O", "H", "H", "H", "H", "H", "H", "H", "H", "H", "H", "H", "H", "H", "H", "H", "H", "H", "H", "H", "H", "H", "H", "H", "H", "H", "H"], "positions_angstrom": [[4.27393, -1.04697, 1.52609], [2.71870, -1.47233, 1.63480], [1.97077, -1.59207, 0.21898], [0.74197, -0.55553, 0.01724], [1.08619, 0.95511, 0.42662], [2.52851, 1.47095, -0.04995], [2.47500, 2.82383, -0.92936], [1.39478, 2.84932, -1.87489], [0.54342, -0.40846, -1.60603], [0.78161, -1.92226, -2.66907], [-0.80609, 0.19203, -1.62022], [-1.66318, -0.24089, -0.51163], [-2.87831, -1.79331, -1.44117], [-2.34043, 1.03066, 0.17262], [-3.92266, 1.16041, -0.01565], [-4.38385, 1.90418, -1.37960], [-3.26117, 1.96208, -2.50951], [-3.14619, 1.05110, -3.35432], [-2.41578, 3.11968, -2.51065], [-0.65109, -1.06604, 0.29371], [-1.07539, -1.59359, 1.91039], [-0.81944, -3.45551, 1.91780], [-0.28919, -0.90186, 2.99245], [-2.53776, -1.39638, 2.24042], [4.76907, -1.38999, 2.50932], [4.41742, 0.09379, 1.50710], [4.80581, -1.47637, 0.61238], [2.23242, -0.69909, 2.33166], [2.71075, -2.53046, 2.09500], [1.54359, -2.64169, 0.02819], [2.72717, -1.39168, -0.62726], [1.09470, 0.99661, 1.58118], [0.31877, 1.72699, 0.09625], [3.14003, 0.71774, -0.64395], [3.13955, 1.73780, 0.89144], [3.44627, 2.82195, -1.55297], [2.51186, 3.77390, -0.29484], [1.16255, 0.37926, -2.14268], [1.96440, -2.56983, -2.34512], [-1.82409, 1.99167, -0.18286], [-2.14598, 0.99320, 1.31082], [-4.28972, 1.84458, 0.83902], [-4.50083, 0.18221, 0.12167], [-5.35290, 1.42646, -1.77093], [-4.66930, 2.99820, -1.14716], [-2.43247, 3.50485, -1.59915], [-0.69272, -1.97028, -0.24633], [0.00400, -3.76714, 2.65009], [-0.61299, -3.85143, 0.85244], [-1.79174, -3.97545, 2.24765]]}

=====

{"formula": "C23H29ClN6O", "method": "the ωB97M-V functional and the def2-TZVPD basis", "orbital_gap_ev": 8.43, "smiles": "C[C@@H](Cc1cnccn1)NCc1c(C(=O)N2CCCCCCC2)nc2ccc(Cl)cn12", "e_lumo_ev": 0.1328, "multiplicity": 1, "e_homo_ev": -8.302, "total_charge": 0, "relative_energy_kcal_mol": 4.97, "species": ["C", "C", "C", "C", "C", "N", "C", "C", "N", "N", "C", "C", "C", "C", "O", "N", "C", "C", "C", "C", "C", "C", "C", "N", "C", "C", "C", "C", "Cl", "C", "N", "H", "H", "H", "H", "H", "H", "H", "H", "H", "H", "H", "H", "H", "H", "H", "H", "H", "H", "H", "H", "H", "H", "H", "H", "H", "H", "H", "H", "H"], "positions_angstrom": [[-3.28718, 0.23708, -3.85876], [-2.57069, 0.56325, -2.54613], [-3.38644, 1.57752, -1.73126], [-2.68594, 1.93632, -0.45626], [-1.45141, 2.58808, -0.43055], [-0.82638, 2.86468, 0.69959], [-1.42116, 2.49580, 1.82462], [-2.65720, 1.86652, 1.81241], [-3.28133, 1.59233, 0.67981], [-2.39456, -0.66399, -1.78083], [-1.11868, -1.33013, -1.95001], [0.06752, -0.46319, -1.65418], [0.56057, 0.01969, -0.44185], [-0.06429, -0.29837, 0.86260], [-1.19648, -0.78077, 0.86326], [0.58691, -0.08109, 2.02354], [1.89605, 0.50690, 2.17046], [2.93751, -0.47673, 2.73101], [2.76445, -1.88878, 2.15851], [2.34844, -2.93137, 3.20034], [1.20906, -2.53542, 4.14485], [-0.06746, -2.01626, 3.47929], [-0.10536, -0.50181, 3.22755], [1.63276, 0.82076, -0.65232], [1.82002, 0.86505, -1.95234], [2.78407, 1.55589, -2.70092], [2.77479, 1.45418, -4.06128], [1.79216, 0.65566, -4.69055], [1.77628, 0.53419, -6.41268], [0.85375, -0.01849, -3.96835], [0.86752, 0.08220, -2.61522], [-4.26479, -0.18486, -3.64523], [-2.71916, -0.49424, -4.42760], [-3.40708, 1.13199, -4.46446], [-1.59974, 1.03153, -2.78833], [-3.54101, 2.47648, -2.33244], [-4.35423, 1.14235, -1.48071], [-0.95203, 2.90477, -1.33774], [-0.89491, 2.72233, 2.74154], [-3.16814, 1.57612, 2.72061], [-2.53115, -0.50358, -0.78649], [-1.11724, -2.17795, -1.26138], [-1.05175, -1.71376, -2.97315], [1.81422, 1.37331, 2.83698], [2.21148, 0.86117, 1.19101], [3.92377, -0.08251, 2.48409], [2.87353, -0.51194, 3.81792], [3.69860, -2.22626, 1.70542], [2.02088, -1.86305, 1.36079], [3.21560, -3.17794, 3.81940], [2.06074, -3.84166, 2.66867], [0.95580, -3.42919, 4.72096], [1.55879, -1.79303, 4.86557], [-0.90932, -2.24514, 4.13593], [-0.24536, -2.53273, 2.53618], [-1.15429, -0.21001, 3.11333], [0.32316, 0.03638, 4.07483], [3.50701, 2.15450, -2.17327], [3.49871, 1.97224, -4.66787], [0.09059, -0.62501, -4.42889]]}

=====

{"formula": "C5H8ClN2O2S", "method": "the ωB97M-V functional and the def2-TZVPD basis", "orbital_gap_ev": 8.13, "e_lumo_ev": -5.1358, "multiplicity": 1, "e_homo_ev": -13.266, "total_charge": 1, "relative_energy_kcal_mol": 124.84, "species": ["C", "C", "C", "C", "C", "N", "N", "O", "O", "S", "Cl", "H", "H", "H", "H", "H", "H", "H", "H"], "positions_angstrom": [[0.51305, -1.78518, 1.75552], [2.88552, -0.07563, 1.60055], [0.01879, -0.14250, 0.23183], [-0.41289, 1.76501, -1.14657], [-2.24401, 0.31915, -0.48003], [-0.35941, -1.25738, 0.93979], [-0.81457, 0.59087, -0.41325], [1.97070, -1.56728, -0.63202], [2.30121, 0.86173, -0.84715], [1.97070, -0.26628, -0.03169], [4.12780, -1.08471, 1.55853], [0.16210, -2.69064, 2.25507], [-0.88626, 2.64271, -0.70274], [0.66743, 1.89012, -1.13694], [-0.75588, 1.67897, -2.17948], [-2.44480, -0.42380, -1.25536], [-2.64139, -0.03135, 0.47109], [-2.76702, 1.23518, -0.74826], [-1.29109, -1.65902, 0.76111]]}

=====

{"formula": "C2H4ClNO2", "method": "the ωB97M-V functional and the def2-TZVPD basis", "orbital_gap_ev": 10.46, "e_lumo_ev": -0.0273, "multiplicity": 1, "e_homo_ev": -10.492, "total_charge": 0, "relative_energy_kcal_mol": 103.15, "species": ["C", "C", "N", "O", "O", "Cl", "H", "H", "H", "H"], "positions_angstrom": [[-1.26607, -0.29380, -0.41174], [0.40694, -0.39437, 0.53106], [1.21027, 0.79110, 0.07586], [1.90222, 0.63655, -0.87980], [1.02274, 1.83903, 0.69966], [1.27089, -1.72743, 0.03648], [-1.94796, -0.34480, 0.42690], [-1.25840, -1.06131, -1.10795], [-1.26544, 0.72414, -0.77988], [-0.07520, -0.16911, 1.40941]]}

=====

F_max for the records above, in order: 11.6 9.1 1.0 2.2 5.8 eV/Å